Entry 1:
Density functional theory data (ωB97M-V/def2-TZVPD) for a single C10H9Cl2NO molecule in a non-equilibrium geometry.

Summary:
ΔE to the lowest compared entry with this formula, charge and spin, eV: 1.7692
Lowest unoccupied orbital energy, eV: 0.11
Frontier orbital gap, eV: 8.08
E_HOMO, eV: -7.969
Structure (SMILES): CC1=C2C=CC=C[C@H]2[C@H](Cl)OC(Cl)=N1
Strongest force on any atom, eV Å⁻¹: 3.5
Total energy, Ha: -1436.75386

The geometry in ORCA input format:
```
! wB97M-V def2-TZVPD RIJCOSX def2/J DEFGRID3
* xyz 0 1
C -1.58799 -2.20782 0.50402
C -2.36009 -1.05684 -0.10334
C -0.27890 -2.10012 0.77596
C -1.79583 0.16877 -0.08551
C 0.49730 -0.86194 0.49795
C -0.37507 0.34251 0.08925
C 2.42524 0.96727 0.00046
C 1.51103 -1.22308 -0.60046
C 0.17148 1.55417 0.00457
C -0.63408 2.75636 -0.36754
N 1.49518 1.76552 0.23986
O 2.50883 -0.22590 -0.59790
Cl 3.95589 1.51195 0.27971
Cl 2.37728 -2.67225 -0.28077
H -2.15080 -3.12091 0.74363
H -3.38755 -1.19295 -0.43086
H 0.13066 -2.87163 1.47397
H -2.27157 1.04944 -0.67724
H 1.08178 -0.56938 1.39766
H 1.05046 -1.28333 -1.56515
H -0.52050 3.08723 -1.34285
H -0.19301 3.65543 0.19891
H -1.64973 2.52752 -0.15435
*
```

natural (NBO) atomic charge list, values in e, 6 entries: -0.21 -0.22 -0.18 -0.18 -0.34 -0.10

=====

Entry 2:
Density functional theory data (ωB97M-V/def2-TZVPD) for 2 unconnected molecules or ions with the total composition C10H9F4NO3 in a non-equilibrium geometry.

Summary:
Lowest unoccupied orbital energy, eV: -1.64
Frontier orbital gap, eV: 8.02
E_HOMO, eV: -9.664
Structure (SMILES): O=C1C(F)=C(F)C(=O)C(F)=C1F.C1COCCN1
Strongest force on any atom, eV Å⁻¹: 2.6
Total energy, Ha: -1066.28924

The geometry in ORCA input format:
```
! wB97M-V def2-TZVPD RIJCOSX def2/J DEFGRID3
* xyz 0 1
F -0.59168 -0.56371 2.67163
C -1.23307 0.28549 1.82656
C -1.56064 1.53005 2.21045
F -1.22688 2.01720 3.42272
C -2.32214 2.41780 1.32293
O -2.95176 3.40082 1.72677
C -2.25328 2.03723 -0.09420
F -2.55074 2.99375 -0.99972
C -1.94837 0.78084 -0.46680
F -2.05656 0.40737 -1.76889
C -1.65573 -0.28156 0.52622
O -1.99928 -1.46986 0.38151
C 1.64268 -1.91505 -1.78185
C 0.30041 -1.42660 -1.26504
N 0.39267 -0.70658 0.01240
C 1.53986 0.19228 0.18498
C 2.82283 -0.34492 -0.45691
O 2.59332 -0.84526 -1.78275
H 1.96976 -2.75840 -1.14404
H 1.55731 -2.21693 -2.83513
H -0.15212 -0.72791 -1.97983
H -0.39313 -2.25720 -1.10259
H 0.34108 -1.36182 0.78884
H 1.25870 1.15736 -0.26194
H 1.68564 0.34503 1.26150
H 3.56473 0.45640 -0.59222
H 3.22638 -1.14581 0.19539
*
```

natural (NBO) atomic charge list, values in e, 6 entries: -0.31 0.35 0.24 -0.28 0.41 -0.45

=====

Entry 3:
Density functional theory data (ωB97M-V/def2-TZVPD) for a single C10H9IN2 molecule in a non-equilibrium geometry.

Summary:
ΔE to the lowest compared entry with this formula, charge and spin, eV: 0.0211
Lowest unoccupied orbital energy, eV: -0.31
Frontier orbital gap, eV: 8.60
E_HOMO, eV: -8.915
Structure (SMILES): CC1=NC/C(=N\I)c2ccccc21
Strongest force on any atom, eV Å⁻¹: 3.6
Total energy, Ha: -793.58477

The geometry in ORCA input format:
```
! wB97M-V def2-TZVPD RIJCOSX def2/J DEFGRID3
* xyz 0 1
C -2.69351 -1.13988 0.23009
C -1.68417 -1.60918 1.05661
C -2.35879 -0.27647 -0.82140
C -0.35295 -1.10495 0.90164
C -1.10289 0.26841 -0.90930
C -0.08210 -0.11136 -0.04901
C -0.73390 1.31291 -1.83991
C 1.23011 0.66040 -0.24202
C 0.08091 2.39077 -1.19778
C 2.43901 -0.25147 0.01982
N 1.30371 1.81304 -0.75215
N -0.83696 1.16640 -3.06351
I -0.06804 2.58988 -4.45824
H -3.73543 -1.39945 0.32198
H -1.86596 -2.25260 1.93789
H -3.03172 -0.15040 -1.68330
H 0.28984 -1.73374 1.47666
H 0.21447 3.25612 -1.89782
H -0.44408 2.91096 -0.29759
H 3.29198 0.12471 0.49826
H 2.57531 -0.61108 -1.11261
H 2.16887 -1.11633 0.59348
*
```

natural (NBO) atomic charge list, values in e, 6 entries: -0.20 -0.20 -0.17 -0.19 -0.07 -0.09

=====

Entry 4:
Density functional theory data (ωB97M-V/def2-TZVPD) for a single C10H9IN2 molecule in a non-equilibrium geometry.

Summary:
ΔE to the lowest compared entry with this formula, charge and spin, eV: 3.6097
Lowest unoccupied orbital energy (alpha / beta), eV: -1.88 / -1.88
Frontier orbital gap (alpha / beta), eV: 5.91 / 5.92
E_HOMO (alpha / beta), eV: -7.791 / -7.795
Strongest force on any atom, eV Å⁻¹: 4.6
Total energy, Ha: -793.45289

The geometry in ORCA input format:
```
! wB97M-V def2-TZVPD RIJCOSX def2/J DEFGRID3
* xyz 0 1
C 2.22423 1.39940 0.71028
C 2.65081 0.36666 -0.11123
C 0.88075 1.53803 1.00856
C 1.77549 -0.62135 -0.52444
C 0.00119 0.59199 0.58319
C 0.50082 -0.53719 -0.13907
C -1.39139 0.80327 0.98958
C -0.62931 -1.50852 -0.61745
C -2.04674 1.89880 0.48891
C -0.41067 -2.24991 -1.95365
N -1.67236 -1.75273 -0.01225
N -1.79862 -0.16161 1.81236
I -3.78209 -0.44783 2.20049
H 2.93608 2.01183 1.12325
H 3.66962 0.13350 -0.20922
H 0.44133 2.45784 1.59071
H 2.28123 -1.34906 -1.20101
H -2.91001 2.16449 1.02455
H -1.51805 2.63760 0.05179
H -0.35403 -3.23147 -1.71098
H 0.42859 -1.86688 -2.50022
H -1.27686 -2.27685 -2.60415
*
```

natural (NBO) atomic charge list, values in e, 6 entries: -0.19 -0.20 -0.17 -0.20 -0.03 -0.06

=====

Entry 5:
Density functional theory data (ωB97M-V/def2-TZVPD) for a molecular structure, C10H9N2O6Pt.

Summary:
ΔE to the lowest compared entry with this formula, charge and spin, eV: 1.1539
Lowest unoccupied orbital energy (alpha / beta), eV: 1.99 / 1.51
Frontier orbital gap (alpha / beta), eV: 7.27 / 6.79
E_HOMO (alpha / beta), eV: -5.277 / -5.277
Strongest force on any atom, eV Å⁻¹: 0.8
Total energy, Ha: -1066.70609

The geometry in ORCA input format:
```
! wB97M-V def2-TZVPD RIJCOSX def2/J DEFGRID3
* xyz -1 3
Pt 0.93695 1.68798 0.33848
O -2.09359 -4.17332 -2.28985
C -0.98053 -3.72805 -2.63363
O -0.12602 -4.19593 -3.40405
C -0.60144 -2.37789 -1.97677
C -1.49318 -1.75636 -1.10635
C -1.13575 -0.57674 -0.49241
N 0.05704 -0.00912 -0.70947
C 0.90378 -0.55503 -1.58906
C 0.60783 -1.74584 -2.23023
C 2.14207 0.27582 -1.88282
O 2.97814 -0.15243 -2.65369
O 2.19312 1.43387 -1.29015
H -2.44846 -2.23089 -0.92861
H -1.78523 -0.05925 0.20303
H 1.30872 -2.17517 -2.93171
C 0.51321 -0.45631 2.61493
O 0.08546 0.86496 2.97995
C 0.18184 1.84251 2.11374
C -0.25869 3.12087 2.75595
H 1.60144 -0.48491 2.61437
H 0.13821 -0.72885 1.63114
H 0.10981 -1.11225 3.38099
H -0.68050 2.95475 3.74815
H -0.97075 3.63170 2.11075
H 0.61061 3.77644 2.83199
O -1.39813 3.35301 -0.87323
N -0.39597 3.57644 -0.33143
*
```

natural (NBO) atomic charge list, values in e, 6 entries: 0.66 -0.75 0.73 -0.73 -0.05 -0.23

=====

Entry 6:
Density functional theory data (ωB97M-V/def2-TZVPD) for 8 unconnected molecules or ions with the total composition C112H64O16 in a non-equilibrium geometry.

Summary:
ΔE to the lowest compared entry with this formula, charge and spin, eV: 0.0000
Lowest unoccupied orbital energy, eV: -1.06
Frontier orbital gap, eV: 8.17
E_HOMO, eV: -9.226
Structure (SMILES): O=C1c2ccccc2C(=O)c2ccccc21.O=C1c2ccccc2C(=O)c2ccccc21.O=C1c2ccccc2C(=O)c2ccccc21.O=C1c2ccccc2C(=O)c2ccccc21.O=C1c2ccccc2C(=O)c2ccccc21.O=C1c2ccccc2C(=O)c2ccccc21.O=C1c2ccccc2C(=O)c2ccccc21.O=C1c2ccccc2C(=O)c2ccccc21
Strongest force on any atom, eV Å⁻¹: 4.3
Total energy, Ha: -5510.31574

The geometry in ORCA input format:
```
! wB97M-V def2-TZVPD RIJCOSX def2/J DEFGRID3
* xyz 0 1
C -4.70344 -7.77979 7.93116
C -3.92643 -7.11333 8.90097
C -2.82532 -6.32575 8.55189
C -2.58204 -6.12315 7.22184
C -3.32206 -6.89567 6.24686
C -4.32055 -7.76944 6.56317
C -2.97957 -6.73092 4.79982
O -3.66761 -7.15975 3.91642
C -1.66422 -6.06365 4.43987
C -1.18887 -6.26077 3.18086
C 0.02278 -5.70148 2.83365
C 0.73796 -4.90993 3.78457
C 0.14868 -4.60455 4.98468
C -1.00951 -5.29874 5.35974
C -1.57284 -5.05831 6.77154
O -1.10378 -4.21504 7.56842
H -5.57151 -8.38982 8.23098
H -4.26376 -7.12964 9.90502
H -2.27897 -5.91367 9.28460
H -4.78645 -8.36324 5.82162
H -1.75239 -6.90293 2.54040
H 0.46855 -5.75770 1.85089
H 1.60006 -4.47016 3.31175
H 0.65106 -4.07148 5.82659
C 7.01850 5.31026 -3.19800
C 6.52372 3.94059 -3.08478
C 5.68934 3.60697 -2.05166
C 5.28460 4.65073 -1.23505
C 5.69933 5.99697 -1.33876
C 6.63260 6.30516 -2.30658
C 5.18873 6.98794 -0.45914
O 5.42652 8.17253 -0.57893
C 4.31186 6.63645 0.67377
C 3.80520 7.65374 1.53259
C 2.83602 7.27599 2.41828
C 2.48399 5.94344 2.58001
C 2.91420 4.98236 1.73698
C 3.80030 5.37868 0.79459
C 4.19819 4.36075 -0.27240
O 3.59465 3.30547 -0.32857
H 7.64507 5.53621 -4.00692
H 6.76546 3.28945 -3.93400
H 5.31347 2.60653 -1.96440
H 7.06479 7.32364 -2.33069
H 4.04221 8.65067 1.29791
H 2.36516 8.00100 3.10176
H 1.79536 5.58990 3.28695
H 2.51656 3.96044 1.86239
C -1.11283 1.48588 -3.66210
C -0.66240 0.18940 -3.36000
C 0.28390 -0.42618 -4.15690
C 0.65942 0.11813 -5.34084
C 0.24376 1.40985 -5.64132
C -0.66717 2.10442 -4.83484
C 0.67034 2.02759 -6.92551
O 0.16243 3.03175 -7.34119
C 1.74873 1.35829 -7.69378
C 2.30432 2.08376 -8.76568
C 3.28625 1.49722 -9.54137
C 3.70062 0.13648 -9.26619
C 3.16001 -0.57323 -8.20116
C 2.19697 0.05334 -7.37588
C 1.73215 -0.59674 -6.08650
O 2.26592 -1.65232 -5.71747
H -1.69661 2.03669 -2.92851
H -1.07292 -0.19898 -2.38787
H 0.62877 -1.41254 -4.00290
H -1.02841 3.08469 -5.08642
H 1.82623 3.07155 -8.84335
H 3.70365 1.98391 -10.38432
H 4.46632 -0.26672 -9.90925
H 3.53584 -1.55350 -7.88768
C 3.39730 3.10368 -4.62588
C 4.11528 3.26260 -5.82276
C 4.99131 2.25159 -6.23384
C 5.07413 1.07737 -5.45032
C 4.27812 0.86668 -4.29352
C 3.53377 1.95747 -3.86740
C 4.18775 -0.44953 -3.67056
O 3.34908 -0.56879 -2.77542
C 5.06524 -1.56576 -4.16082
C 5.01684 -2.88035 -3.64092
C 5.82459 -3.85160 -4.15316
C 6.62270 -3.61995 -5.32081
C 6.68545 -2.39168 -5.88698
C 5.82135 -1.34931 -5.33408
C 5.94543 -0.03239 -6.01901
O 6.52960 0.03334 -7.06341
H 2.66166 3.79936 -4.32433
H 3.85331 4.12328 -6.41472
H 5.52979 2.29039 -7.17953
H 3.08132 1.98863 -2.84351
H 4.36375 -3.08037 -2.82007
H 5.82625 -4.84485 -3.77913
H 7.06433 -4.51017 -5.73674
H 7.35771 -2.10875 -6.68010
C -5.53129 -1.31067 2.60204
C -6.55154 -2.21437 2.54885
C -6.74434 -2.99339 1.39136
C -5.88538 -2.67875 0.32368
C -4.85069 -1.80091 0.37457
C -4.69863 -1.05505 1.54232
C -4.07063 -1.54958 -0.77602
O -3.18056 -0.73232 -0.74432
C -4.15870 -2.46856 -1.98210
C -3.31427 -2.28341 -3.07883
C -3.38006 -3.17793 -4.14413
C -4.29526 -4.23816 -4.08892
C -5.18065 -4.38284 -3.04359
C -5.10697 -3.47350 -1.99079
C -6.10069 -3.51929 -0.87596
O -6.97646 -4.32622 -0.97369
H -5.37039 -0.71944 3.45598
H -7.20884 -2.37850 3.42434
H -7.54467 -3.73380 1.22868
H -3.97024 -0.24152 1.49011
H -2.65819 -1.38146 -3.23695
H -2.69207 -2.97538 -5.05699
H -4.44456 -4.94615 -4.89173
H -5.95175 -5.14628 -3.01766
C -5.82209 -1.65928 6.94470
C -4.68906 -2.41921 7.27563
C -3.41457 -1.94500 7.19873
C -3.20565 -0.70107 6.62019
C -4.30401 0.06594 6.19135
C -5.63170 -0.37426 6.47717
C -4.08698 1.36042 5.53697
O -5.05700 1.94682 5.13206
C -2.73303 1.83605 5.42804
C -2.50571 3.12753 5.04823
C -1.22497 3.66145 4.96645
C -0.10673 2.92127 5.38622
C -0.33132 1.61496 5.78277
C -1.63781 1.09088 5.79159
C -1.81707 -0.35948 6.22570
O -0.86843 -1.14097 6.34435
H -6.87479 -1.95753 7.05855
H -4.91621 -3.52006 7.56702
H -2.52815 -2.53546 7.60886
H -6.50564 0.20976 6.13913
H -3.39162 3.70501 4.80395
H -1.03410 4.66586 4.63714
H 0.81825 3.52335 5.47444
H 0.38380 0.79838 5.93972
C 1.90907 -1.07617 1.01869
C 1.45144 -1.06007 2.31094
C 0.25429 -1.51946 2.72557
C -0.53786 -2.29062 1.83989
C -0.01283 -2.49773 0.52682
C 1.23017 -1.85339 0.11339
C -0.67484 -3.46465 -0.36565
O -0.16315 -3.74410 -1.45746
C -1.90161 -4.14489 0.03695
C -2.49796 -5.15641 -0.75714
C -3.59594 -5.81567 -0.30090
C -4.11442 -5.57652 0.95799
C -3.55852 -4.62726 1.76353
C -2.37555 -3.96291 1.34152
C -1.83804 -2.87675 2.26282
O -2.44844 -2.53730 3.24827
H 2.84555 -0.60315 0.80935
H 2.13853 -0.53011 3.07762
H -0.16144 -1.32110 3.73975
H 1.61765 -1.98570 -0.88651
H -2.05603 -5.41696 -1.68870
H -4.08909 -6.49774 -0.96969
H -4.97884 -6.09475 1.29903
H -3.89296 -4.49143 2.80203
C -1.42720 2.29138 0.85290
C -0.55520 1.78515 -0.06684
C 0.36388 2.58466 -0.64392
C 0.30785 3.97281 -0.46711
C -0.60408 4.48697 0.42126
C -1.55512 3.65954 1.06355
C -0.66618 5.99694 0.56027
O -1.49776 6.45775 1.31809
C 0.31636 6.86366 -0.08831
C 0.37603 8.18658 0.28256
C 1.09625 9.07961 -0.47284
C 1.80774 8.58227 -1.55528
C 1.74409 7.22263 -1.96012
C 1.01683 6.36568 -1.20590
C 1.06183 4.90829 -1.38517
O 1.81040 4.41573 -2.21469
H -2.14693 1.58218 1.28182
H -0.53264 0.68622 -0.08342
H 1.14659 2.14407 -1.34022
H -2.34039 4.07059 1.69850
H -0.15511 8.34983 1.19766
H 1.11440 10.16747 -0.25691
H 2.40608 9.30919 -2.16669
H 2.17755 6.83718 -2.86114
*
```

Löwdin atomic charge list, values in e, 6 entries: -0.04 -0.04 -0.01 -0.06 -0.08 0.00